# C4H12O

2 unconnected molecules or ions with the total composition C4H12O (ωB97M-V with the def2-TZVPD basis set, OMol25).

Each line ends with the natural charge from an NBO analysis.
CARTESIAN COORDINATES (ANGSTROEM)
C  0.29  -1.16  0.31  -0.694
C  -0.54  -2.04  1.23  -0.065
O  -1.82  -1.40  1.44  -0.730
H  1.32  -0.89  0.68  0.224
H  0.07  -0.11  0.14  0.231
H  0.65  -1.75  -0.53  0.223
H  -0.66  -3.08  0.92  0.171
H  -0.17  -2.08  2.25  0.174
H  -1.98  -0.72  0.76  0.466
C  1.48  2.35  -0.88  -0.627
C  0.38  1.99  -1.86  -0.628
H  1.99  1.43  -0.54  0.201
H  2.31  2.95  -1.26  0.214
H  1.19  2.74  0.09  0.210
H  0.60  2.31  -2.88  0.214
H  -0.58  2.50  -1.75  0.208
H  0.16  0.93  -1.81  0.207

Calculated values
structure (SMILES) = CCO.CC
E_LUMO = 0.94 eV
HOMO-LUMO gap = 11.06 eV
energy above the lowest of the compared OMol25 structures with the same formula, charge and spin = 1.381 eV
maximum force = 3.34 eV/A
highest occupied orbital energy = -10.1 eV